# 1
Here is a structure of composition C4H4O in a non-equilibrium geometry from the OMol25 dataset. Energies are from the ωB97M-V functional and the def2-TZVPD basis.

Summary:
energy: -229.8215 Eh
HOMO level (alpha / beta): -7.9 / -7.9 eV
ΔE to the lowest compared entry with this formula, charge and spin: 129.5 kcal per mole
HOMO-LUMO gap (alpha / beta): 8.804 / 8.805 eV
charge: 0

CARTESIAN COORDINATES (ANGSTROEM)
C  1.28928  0.41920  0.68393
C  0.70905  -0.55219  1.33672
C  -0.81042  -0.10392  -1.01297
C  0.15189  0.55165  -0.18920
O  -1.13763  0.97594  -0.13451
H  2.10421  1.05777  0.73171
H  -0.15805  -1.29940  1.46427
H  -0.91305  -0.03241  -2.19420
H  -1.23528  -1.01664  -0.68575

The net atomic charges from Mulliken, expressed in e, are: number 1, C, carries -0.272; number 2, C, carries -0.551; number 3, C, carries -0.235; number 4, C, carries 0.412; number 5, O, carries -0.369; number 6, H, carries 0.358; number 7, H, carries 0.293; number 8, H, carries 0.177; number 9, H, carries 0.186

=====

# 2
Here is the ion C7H11N4 with charge +1 in a non-equilibrium geometry from the OMol25 dataset. Energies are from the ωB97M-V functional and the def2-TZVPD basis.

Summary:
energy: -491.8728 Eh
HOMO level (alpha / beta): -8.7 / -12.6 eV
multiplicity: 3
ΔE to the lowest compared entry with this formula, charge and spin: 64.7 kcal per mole
HOMO-LUMO gap (alpha / beta): 5.750 / 6.144 eV
charge: +1

CARTESIAN COORDINATES (ANGSTROEM)
C  0.34090  2.24476  -1.08749
C  1.61888  1.72131  -0.89386
C  -0.66696  1.32784  -0.62624
C  0.02084  0.25488  -0.14646
C  2.16356  -0.48843  0.31694
C  1.27749  -1.38997  0.77387
C  -0.97108  -1.00224  1.68469
N  1.36792  0.52405  -0.28932
N  -2.03522  1.39475  -0.66363
N  -0.75609  -2.06203  -0.36617
N  -0.12580  -1.03914  0.44166
H  0.24419  3.27069  -1.38611
H  2.70198  2.04092  -1.05621
H  3.27230  -0.34523  0.28453
H  1.49002  -2.32475  1.13222
H  -0.94963  -2.00400  2.12349
H  -0.54221  -0.21464  2.24167
H  -1.90770  -0.52802  1.59810
H  -2.29702  2.20650  -1.18796
H  -2.57200  0.50123  -0.88138
H  -0.15588  -2.48607  -1.16968
H  -1.51851  -1.60241  -0.84265

The net atomic charges from Mulliken, expressed in e, are: number 1, C, carries -0.868; number 2, C, carries -0.290; number 3, C, carries 0.495; number 4, C, carries -0.230; number 5, C, carries -0.145; number 6, C, carries -0.962; number 7, C, carries -0.880; number 8, N, carries 0.126; number 9, N, carries -0.360; number 10, N, carries -0.820; number 11, N, carries 0.911; number 12, H, carries 0.385; number 13, H, carries 0.368; number 14, H, carries 0.435; number 15, H, carries 0.547; number 16, H, carries 0.286; number 17, H, carries 0.460; number 18, H, carries 0.381; number 19, H, carries 0.302; number 20, H, carries 0.249; number 21, H, carries 0.349; number 22, H, carries 0.260